Record 1
H36O18 | ωB97M-V/def2-TZVPD

```
54
Properties=species:S:1:pos:R:3:forces:R:3
O 2.914773 -0.505416 5.591548 -2.50 7.78 -1.72
H 2.124449 -0.169679 4.991092 2.41 -1.88 2.01
H 2.997278 -1.377043 5.630104 -0.05 -5.91 -0.30
O 0.196659 -2.434846 0.119028 -0.65 -0.71 -0.26
H 0.051878 -1.515699 -0.195115 -0.04 -0.51 0.10
H -0.598229 -2.970292 -0.148184 0.62 1.11 0.19
O 0.348862 -3.429111 -2.642777 -1.13 0.20 -7.36
H 0.461698 -3.352198 -1.765281 0.57 1.72 4.73
H 0.142383 -2.606053 -3.222819 0.42 -2.11 2.54
O 3.003285 1.568382 2.813913 1.49 1.09 -1.17
H 2.104939 1.754146 2.613521 -1.29 0.04 -0.11
H 3.071571 0.961916 3.517938 -0.07 -1.10 1.20
O 5.677892 -1.086185 0.821033 1.66 -1.13 -2.41
H 5.306077 -0.234899 0.732614 -1.16 1.73 0.60
H 6.054299 -1.124618 -0.116755 -0.57 -0.65 1.86
O -4.488636 -2.296469 -1.922719 -2.13 1.29 2.32
H -5.224576 -2.309600 -1.166681 2.50 0.10 -2.46
H -4.210725 -1.336095 -1.921830 -0.33 -1.40 0.16
O 4.846268 -1.797059 -2.931113 0.39 -0.15 1.54
H 5.495967 -1.124413 -3.180714 -0.61 -0.85 -0.94
H 4.442323 -2.401454 -3.571904 0.76 0.96 -0.45
O -0.537270 -4.617055 2.225148 1.79 5.81 -5.00
H -0.052390 -4.485516 1.256775 -1.60 -1.09 4.00
H -0.556000 -5.445945 2.539117 0.27 -4.96 1.03
O 2.831259 2.625479 -2.243954 0.48 -0.02 0.39
H 2.482595 2.382714 -3.096631 -0.34 -0.15 -0.47
H 3.394226 1.872248 -2.013346 -0.24 0.20 0.10
O 0.628931 4.457711 0.235626 -0.66 -7.82 -1.85
H 0.806277 4.414695 -0.695102 0.54 0.14 -0.72
H 0.662398 5.269908 0.501578 0.30 7.61 2.41
O -0.969839 3.871800 3.149202 3.23 -1.51 0.61
H -0.816966 4.182519 4.036933 -0.29 0.26 0.29
H -1.758383 4.182407 2.823470 -2.93 1.24 -0.88
O -3.144178 -0.445145 0.274878 1.37 -3.66 -0.24
H -3.327020 -1.240140 0.898799 0.00 2.75 -0.85
H -3.533492 0.397289 0.376975 -1.23 0.83 1.14
O -0.593035 0.111138 -1.596283 -2.46 -2.05 2.46
H -1.265050 -0.686539 -1.380068 1.80 2.40 -1.00
H -0.754841 0.612427 -0.734397 0.44 -0.39 -1.50
O -3.852356 1.554795 -2.038127 -1.57 -8.25 2.63
H -4.072930 2.295543 -2.385496 -1.39 7.73 -3.75
H -3.001229 1.485856 -1.710474 3.05 0.41 0.68
O -1.569819 3.014956 -1.069120 3.98 -1.51 0.54
H -2.193555 3.647454 -0.917967 -3.43 2.63 0.46
H -0.846227 3.422610 -0.499540 -0.72 -1.11 -0.72
O -4.528451 2.993760 0.309907 -2.83 1.20 -3.34
H -3.923321 2.427188 0.680949 2.45 -1.96 1.66
H -4.713624 2.524009 -0.579630 0.42 0.93 2.03
O -2.430837 -2.759426 2.492772 -1.99 1.47 2.53
H -1.769302 -2.822184 3.195380 0.00 -0.11 -0.58
H -2.036325 -3.040875 1.715191 1.53 -1.06 -1.96
O 2.417603 -1.477113 -3.713742 -1.24 0.25 1.96
H 1.541648 -1.399673 -3.282333 -0.47 0.19 -1.46
H 2.763067 -1.540213 -2.801391 1.46 -0.04 -0.64
```
Positions in Å, forces in eV/Å.

total energy: -37434.619 eV
⟨S²⟩: 0.751
total charge: -1
2S+1: 2
relative energy (zero: lowest compared OMol25 entry of this formula, charge and spin): 119.49 kcal/mol
frontier orbital gap (alpha / beta): 2.29 / 10.56 eV

=====

Record 2
H36O18 | ωB97M-V/def2-TZVPD

```
54
Properties=species:S:1:pos:R:3:forces:R:3
O -0.014627 -0.781863 -3.226078 -0.71 -1.26 0.19
H 0.327204 0.043787 -3.537953 0.82 0.53 0.10
H 0.464580 -1.088099 -2.419874 -0.38 1.26 -0.96
O 0.041445 -4.857487 2.656306 1.34 -0.78 -0.06
H -0.898914 -4.863109 2.501397 -0.14 0.55 -0.03
H 0.436103 -4.068117 2.265246 -0.83 -0.04 0.28
O -0.223088 2.011905 2.336568 0.21 1.11 -0.90
H -0.829755 1.409203 2.741197 -0.40 -0.60 0.56
H 0.114330 1.509180 1.585788 -0.03 0.20 0.07
O -3.580415 -4.020978 -0.541281 -0.61 0.89 1.31
H -4.453438 -4.378897 -0.296163 0.83 -0.13 -0.64
H -3.116996 -4.556746 -1.167693 -0.16 -0.76 -0.54
O -3.100810 4.406126 0.038714 -0.17 0.14 -0.21
H -3.050100 3.599496 -0.459982 -0.14 -0.42 -0.89
H -2.801581 4.077364 0.876739 0.36 0.27 1.05
O -2.454062 0.954043 -5.121978 0.29 0.25 0.77
H -1.667019 0.494848 -4.760561 -0.83 0.00 -0.77
H -2.602434 0.765870 -6.051128 0.48 -0.37 0.07
O -4.773207 -0.416378 -2.896445 -1.30 -1.87 -0.11
H -4.301344 -0.169231 -2.118203 0.64 0.88 0.02
H -4.776511 0.162920 -3.645166 0.72 0.93 0.05
O 4.358665 -1.796519 2.997712 -0.29 0.51 -0.26
H 5.010972 -2.465406 3.168528 0.45 -0.46 0.15
H 3.532066 -2.162479 3.312529 -0.14 -0.06 0.20
O 1.729418 1.329933 -5.771118 0.10 2.16 0.72
H 0.906288 1.692133 -6.102929 -0.83 -0.77 -0.64
H 2.007945 2.222990 -5.435824 0.65 -1.36 -0.03
O 2.057568 -3.900329 0.065909 -2.31 -0.53 -0.02
H 1.131686 -4.247090 0.232429 1.49 0.36 -0.61
H 2.417183 -3.984985 0.942140 0.76 0.05 0.52
O -1.826533 -2.908031 2.540980 -0.10 -0.70 0.68
H -2.288241 -3.346282 1.824114 -0.27 0.41 -0.51
H -1.687839 -1.998830 2.313858 -0.01 0.66 -0.53
O -2.892336 -0.648284 0.874130 0.40 0.02 -0.13
H -3.300763 0.151778 0.539449 -0.05 0.16 -0.04
H -3.392674 -0.868894 1.657981 -0.35 -0.11 0.27
O 1.173096 -1.039287 -0.816538 0.93 -0.04 -0.77
H 1.366875 -1.934389 -1.151946 0.00 0.16 1.03
H 0.381621 -1.030153 -0.295258 -0.69 -0.48 0.33
O 3.384053 0.215988 0.385006 1.12 0.06 1.13
H 4.077306 0.896649 0.492491 -0.83 -0.45 -0.39
H 2.732830 0.475556 -0.253194 -0.30 0.36 -0.60
O 3.149136 2.618075 4.180175 -1.37 -0.51 -0.36
H 3.794855 2.334097 3.519299 -0.43 -0.15 0.11
H 2.256977 2.221205 3.950083 1.74 0.75 0.28
O 2.082801 3.892278 0.069106 -0.79 -0.39 0.33
H 2.632947 3.651159 -0.665836 0.49 0.04 -0.40
H 2.632135 4.282696 0.743256 0.43 0.16 0.22
O 0.932914 -0.059028 3.282188 1.81 -1.07 -1.54
H 1.595988 0.569116 2.912304 -0.80 -0.09 0.65
H 1.252873 -0.824989 2.740412 -0.67 0.36 0.92
O 0.023188 5.857360 -0.234474 0.15 0.29 0.33
H 0.493536 5.119218 0.167132 0.14 -0.02 -0.10
H -0.465911 5.450894 -0.943535 -0.42 -0.11 -0.30
```
Positions in Å, forces in eV/Å.

total energy: -37437.608 eV
relative energy (zero: lowest compared OMol25 entry of this formula, charge and spin): 113.07 kcal/mol
frontier orbital gap: 10.12 eV

=====

Record 3
H36O18 | ωB97M-V/def2-TZVPD

```
54
Properties=species:S:1:pos:R:3:forces:R:3
O -1.530735 1.031192 0.263141 -1.39 -2.58 0.61
H -2.348222 0.525165 0.022128 0.51 1.06 -1.08
H -1.639724 0.604053 1.137997 1.23 0.91 0.37
O -1.639331 -3.835089 -0.764095 -0.10 -0.20 0.85
H -1.088390 -3.222818 -0.240807 -0.23 -0.30 -0.97
H -1.695460 -3.570988 -1.685637 0.41 0.51 0.09
O 0.871039 4.648371 -2.149606 1.16 0.92 -1.42
H 0.867312 3.711983 -1.965379 -0.79 0.13 0.92
H 0.223263 5.197817 -1.709962 -0.27 -0.97 0.44
O -2.673215 2.037386 -2.888039 0.14 -0.03 -2.05
H -2.994051 2.751572 -3.461785 -0.67 -0.38 -0.01
H -1.728805 2.164756 -3.100728 -0.15 -0.62 0.17
O -3.723544 -0.620276 4.615363 0.60 -0.80 -0.31
H -4.350282 -1.267376 4.283905 -0.72 0.19 0.01
H -2.929833 -1.146813 4.409867 0.18 0.58 0.23
O 1.308172 -2.557741 -0.272144 0.37 -0.67 0.79
H 0.903616 -2.145191 -1.024513 -0.11 0.23 -0.80
H 2.035474 -3.113292 -0.589989 -0.39 0.31 -0.07
O 1.460201 -0.369455 1.268755 0.09 0.95 -0.74
H 1.621634 0.142929 2.064627 -0.17 -0.84 0.28
H 1.353821 -1.323126 1.364852 0.24 0.13 0.44
O 3.957526 1.016450 0.543328 0.90 -0.73 0.33
H 3.844900 1.885069 0.178340 -0.60 0.46 -0.21
H 3.121833 0.537389 0.611933 -0.32 0.20 -0.23
O -1.702768 3.351477 -1.133515 -1.34 -1.82 -0.97
H -1.805051 2.354436 -1.307803 1.40 1.72 1.94
H -2.468573 3.402657 -1.734239 0.15 1.65 0.57
O 0.737920 -3.491104 3.918079 -0.55 -0.40 0.90
H 0.007213 -4.071427 4.198104 0.17 0.04 -0.62
H 0.915063 -3.109418 4.789411 0.43 0.41 -0.31
O 4.679196 -1.321364 -1.235648 0.96 -0.31 0.47
H 5.166066 -0.548678 -0.912338 -0.49 0.22 0.12
H 5.223893 -2.031435 -0.873990 -0.25 -0.20 -0.12
O -3.713375 1.984352 1.389825 -0.09 -1.60 -0.33
H -3.965236 2.593555 0.700968 0.01 0.78 0.55
H -3.697588 2.284762 2.291047 -0.32 0.87 0.07
O 3.361619 0.087008 -2.978491 -2.38 0.72 -0.95
H 4.281818 0.135038 -3.155498 1.05 -0.31 0.50
H 3.137038 -0.197898 -2.091803 0.90 -0.16 0.10
O 0.652647 -0.456035 -4.910354 -0.90 -0.56 -0.35
H 0.880683 -0.198258 -4.018486 0.66 0.38 0.00
H 1.110782 0.060127 -5.568006 0.40 0.35 0.23
O -0.419589 -2.602890 -3.686091 -0.08 0.02 -1.99
H -0.252141 -2.000542 -4.462574 0.12 0.30 1.40
H -0.563220 -3.370701 -4.262237 -0.09 -0.51 0.86
O 0.145847 0.929098 4.380406 -0.56 -1.14 -0.25
H -0.053739 1.607958 5.015642 0.26 0.57 0.12
H 0.922649 1.144247 3.873127 0.27 0.62 0.17
O 0.287304 3.315889 0.583142 -2.27 2.01 -0.09
H -0.603297 3.831103 0.392563 2.78 -1.53 0.32
H -0.097023 2.475710 0.823387 -0.06 -0.64 0.00
O -2.087140 -3.082584 3.179856 -2.32 -0.53 1.04
H -1.267867 -2.999642 2.770099 2.50 0.52 -1.02
H -2.421820 -3.917396 2.834990 -0.25 0.08 0.01
```
Positions in Å, forces in eV/Å.

total energy: -37437.323 eV
relative energy (zero: lowest compared OMol25 entry of this formula, charge and spin): 119.64 kcal/mol
frontier orbital gap: 10.23 eV